Molecular formula: C4H4O5Yb
Method: DFT, the ωB97M-V functional and the def2-TZVPD basis

Summary:
charge	-1
multiplicity	2
total energy	-1689.67358	hartree
HOMO-LUMO gap (alpha / beta)	5.030 / 5.516	eV

Each line ends with the natural charge from an NBO analysis.
CARTESIAN COORDINATES (ANGSTROEM)
O -1.97 -1.12 1.47  -0.7209
C -1.42 -0.04 1.66  0.9897
O -1.59 0.80 2.54  -0.7224
O -0.15 0.36 0.64  -0.7462
C 0.58 -0.76 0.06  -0.4776
H 0.46 -1.61 0.75  0.1666
C -0.06 -1.16 -1.26  -0.6539
H -1.14 -1.35 -1.19  0.2107
H 0.07 -0.40 -2.05  0.1693
H 0.41 -2.09 -1.63  0.1828
C 0.51 2.32 -0.17  1.0947
O 1.70 2.18 -0.26  -0.7131
O -0.41 2.97 -0.52  -0.5245
Yb 3.01 -0.09 -0.03  0.7448

---

Molecular formula: C4H4O6Zn
Method: DFT, the ωB97M-V functional and the def2-TZVPD basis

Summary:
charge	+1
multiplicity	2
total energy	-2385.21488	hartree
HOMO-LUMO gap (alpha / beta)	5.737 / 7.741	eV

Each line ends with the natural charge from an NBO analysis.
CARTESIAN COORDINATES (ANGSTROEM)
O -1.74 -1.52 -0.50  -0.7575
C -1.65 -0.29 -0.44  0.5567
C -0.42 0.39 0.06  -0.1940
O -0.05 1.43 -0.83  -0.5357
H -0.72 0.82 1.04  0.2433
H -2.43 0.33 -0.91  0.1934
H 0.38 -0.37 0.05  0.2422
C 1.25 1.60 -1.09  0.9744
O 1.99 0.78 -1.56  -0.5519
O 1.64 2.82 -0.75  -0.6356
H 0.88 3.38 -0.52  0.5050
O 0.30 -2.99 0.92  -0.8475
C 1.09 -2.31 1.62  0.9093
O 0.97 -1.25 2.20  -0.5060
Zn -1.50 -2.81 0.72  1.4041